Here is a structure of composition C38H53N6PPdS2 from the Open Molecules 2025 dataset. Energies are from ωB97M-V/def2-TZVPD.

## Properties
Molecular weight (g mol⁻¹): 795.4
HOMO (alpha / beta) (eV): -13.6 / -13.6
Spin multiplicity: 3
Energy relative to the best compared isomer or geometry (same formula, charge and spin) (kcal per mole): 25.2
Charge: +2

Geometry as XYZ:
```
101
Properties=species:S:1:pos:R:3:forces:R:3:lowdin_spin:R:1
Pd -1.24588 0.46209 -0.63222 -1.5 -0.1 0.2 1.104
S 0.36018 -1.17377 -1.01007 0.8 0.1 1.1 0.168
C 1.15642 -1.20276 0.51005 2.7 -1.4 -1.1 0.017
N 2.45862 -1.63589 0.55400 -1.6 0.9 0.3 0.054
C 3.03145 -2.21461 1.78944 0.4 -0.7 -0.4 0.004
C 2.62487 -1.42939 2.96759 -0.2 0.3 0.6 0.003
N 1.19413 -1.12050 2.97659 -1.2 1.4 -2.9 0.014
C 0.66627 -0.64066 4.25967 0.9 0.0 1.5 0.009
C 0.36619 -1.83793 5.17128 0.1 -0.6 1.1 0.001
C -0.76915 -2.66857 4.99109 0.3 0.3 -0.3 0.002
C -0.90756 -3.83996 5.75736 1.3 0.6 0.8 0.000
C 0.03676 -4.13128 6.79590 -1.6 -0.5 -0.8 0.000
C 1.12200 -3.32129 6.95095 1.6 0.3 0.9 0.000
C 1.30737 -2.18642 6.19469 -1.1 0.5 -2.4 0.000
C 0.50152 -0.92077 1.80977 -0.3 -0.6 2.5 0.020
S -1.15121 -0.45199 1.83460 1.0 -0.2 -0.9 0.210
C 3.40350 -1.47296 -0.57624 -0.1 1.2 -0.8 0.007
C 4.23089 -2.69035 -0.78218 0.7 -0.1 -1.0 0.001
C 3.57203 -3.88685 -1.01476 1.9 -1.1 0.1 0.000
C 4.31250 -5.05922 -1.33396 -1.1 1.1 0.4 0.000
C 5.68575 -5.01229 -1.47678 0.5 0.3 0.0 0.000
C 6.34696 -3.81344 -1.15283 -0.3 0.5 -1.0 0.000
C 5.63031 -2.62028 -0.91134 0.5 -1.1 0.4 0.000
H 4.13389 -2.17097 1.72400 -0.6 -0.1 -0.2 0.001
H 2.76090 -3.28426 1.92971 0.0 0.6 -0.6 0.002
H 3.23088 -0.52532 3.02938 -0.3 0.4 0.1 0.001
H 2.82208 -2.00857 3.85710 0.1 -0.2 0.3 0.000
H -0.17803 0.06004 4.10567 0.5 -0.6 0.0 0.005
H 1.54545 -0.08809 4.74127 -1.3 -0.5 -0.6 0.000
H -1.52086 -2.35703 4.22082 0.7 -0.6 0.8 0.003
H -1.69060 -4.53945 5.55806 -0.5 -0.1 0.0 0.000
H -0.07483 -4.96904 7.51140 -0.1 0.4 -0.9 0.000
H 1.92083 -3.58522 7.66420 -0.6 0.1 -0.2 0.000
H 2.22482 -1.61968 6.22390 0.1 0.2 0.4 0.000
H 4.10786 -0.61024 -0.34189 -1.1 -0.7 -0.1 0.002
H 2.78096 -1.23014 -1.49103 1.0 -0.1 1.1 0.004
H 2.51575 -3.91388 -0.91272 -0.9 -0.2 0.0 0.001
H 3.76335 -5.97938 -1.41211 0.0 -0.3 -0.4 0.000
H 6.23394 -5.87270 -1.90752 -0.3 0.6 0.8 0.000
H 7.43122 -3.74620 -1.25996 -0.3 -0.1 0.1 0.000
H 6.23682 -1.70382 -0.82599 -0.7 -0.3 0.2 0.000
C -3.65582 -0.49141 -2.37246 -1.1 -0.9 -1.2 0.011
N -3.35208 -0.50298 -0.93890 0.2 -0.6 0.3 0.061
C -3.33120 -1.97544 -0.55076 0.4 0.2 -1.5 0.001
N -4.60631 -2.59571 -0.79626 0.1 0.5 -0.5 0.002
C -4.92190 -2.49241 -2.23252 -1.5 -0.8 -0.3 0.001
N -5.00573 -1.10073 -2.71629 1.4 -0.1 1.4 0.010
C -6.02999 -0.38684 -1.90952 0.5 0.4 -0.3 0.001
N -5.76509 -0.44754 -0.46169 1.0 -0.7 0.1 0.005
C -4.47141 0.15547 -0.20325 0.4 0.2 0.7 0.006
C -5.66680 -1.88633 -0.09077 -0.5 -0.2 0.6 0.000
H -2.89785 -1.12209 -2.86508 -0.2 0.4 -0.1 0.001
H -3.66266 0.50770 -2.79040 0.2 0.4 0.1 0.002
H -2.94991 -2.09984 0.43777 -0.2 0.1 1.0 0.000
H -2.56851 -2.42569 -1.21300 -0.3 0.0 0.2 0.000
H -5.96203 -2.94157 -2.36478 1.4 0.3 0.0 0.000
H -4.17874 -3.07010 -2.79942 -0.3 0.2 0.0 0.000
H -7.03334 -0.81451 -2.08342 0.5 0.4 -0.2 0.000
H -5.91583 0.66755 -2.22901 -0.7 -0.4 0.2 0.000
H -4.18521 0.00249 0.85115 -0.5 0.4 -0.1 0.000
H -4.46595 1.23082 -0.46507 -0.2 -0.5 0.2 0.002
H -6.61287 -2.34038 -0.40258 0.1 0.0 0.3 0.000
H -5.50933 -2.07474 0.99408 -0.3 0.7 -0.5 0.000
C -0.80389 4.86700 -2.70866 -0.5 -0.7 0.0 0.012
C -1.29374 3.45287 -2.35199 -0.1 -0.2 -0.8 0.038
C -2.70023 3.56972 -1.79331 0.0 -0.7 1.0 0.013
C -1.39422 2.63938 -3.70038 0.2 -0.9 1.5 0.009
P -0.18096 2.52364 -1.17764 1.4 1.2 0.4 0.117
C 1.37477 2.55368 -2.11896 -0.2 -0.3 -0.4 0.005
C 1.59794 1.49784 -3.02764 -0.2 0.7 0.7 0.002
C 2.70828 1.56110 -3.84504 -0.1 -0.4 -0.1 0.000
C 3.47759 2.71260 -3.92123 1.1 -0.8 -1.5 0.002
C 3.20419 3.77374 -3.11940 0.1 1.0 1.2 0.000
C 2.22563 3.67656 -2.14982 -0.7 -0.3 0.4 0.003
C 0.22814 3.45795 0.46516 -0.3 -0.9 -0.7 0.013
C 1.61171 3.04235 0.91746 1.5 -0.1 1.5 0.000
C 0.13306 4.95760 0.48834 -1.0 0.8 -0.3 0.004
C -0.80782 2.91962 1.43975 -1.1 -0.2 -0.3 0.013
H -1.56414 5.13780 -3.43453 0.2 0.6 -0.4 0.004
H 0.18551 4.88868 -3.16196 -0.1 0.1 0.1 0.000
H -0.90383 5.54362 -1.87099 0.2 0.2 0.0 0.000
H -3.38738 3.91274 -2.55902 -0.1 0.3 0.1 0.000
H -2.74731 4.16259 -0.87732 0.0 0.5 -0.3 0.000
H -3.06577 2.60317 -1.43621 -0.1 -0.3 -0.3 0.010
H -2.31254 2.88048 -4.21427 -0.2 0.3 -0.2 0.000
H -1.42965 1.54497 -3.50953 -0.1 0.4 0.0 0.007
H -0.53709 2.77886 -4.33036 0.4 0.3 -0.4 0.000
H 0.88317 0.66979 -3.10311 0.5 0.2 0.2 0.001
H 2.94800 0.67555 -4.40044 0.2 -0.1 -0.6 0.000
H 4.31469 2.78478 -4.64564 -0.7 -0.2 0.6 0.000
H 3.78021 4.68995 -3.12219 0.2 -0.1 -0.3 0.000
H 2.13729 4.48976 -1.42673 -0.2 -0.3 -0.3 0.000
H 2.39892 3.80080 0.64350 -0.8 -0.8 0.3 0.000
H 1.99206 2.06450 0.56961 -0.4 0.3 0.0 0.000
H 1.58983 2.96844 2.06257 0.2 0.3 -1.5 0.000
H 0.75728 5.49849 -0.22434 0.3 -0.1 0.4 0.000
H 0.27999 5.29030 1.53192 0.2 0.0 -0.5 0.001
H -0.88680 5.24360 0.21937 -0.1 0.1 0.2 0.000
H -0.75931 1.81025 1.46875 0.0 1.1 0.3 0.004
H -1.84095 3.21893 1.10804 0.8 -0.3 0.4 0.002
H -0.64238 3.35368 2.43157 -0.1 -0.2 0.0 0.001
```
Positions in Å, forces in eV/Å.

Here is a structure of composition C19H43P3S2Y from the Open Molecules 2025 dataset. Energies are from ωB97M-V/def2-TZVPD.

## Properties
Molecular weight (g mol⁻¹): 517.5
HOMO (alpha / beta) (eV): -17.4 / -16.7
Energy relative to the best compared isomer or geometry (same formula, charge and spin) (kcal per mole): 69.6
Charge: +3

Geometry as XYZ:
```
68
Properties=species:S:1:pos:R:3:forces:R:3:nbo_charge:R:1
Y -0.44895 0.16232 0.24847 0.6 0.8 -0.2 1.463
P 1.86335 0.91951 1.63399 2.1 0.5 1.6 0.671
P -2.12178 2.26973 0.94883 -1.2 0.7 0.4 0.684
P 0.87482 1.93214 -1.70575 -0.2 -0.8 -0.1 0.776
H 1.34995 -5.08912 1.99224 0.1 1.0 -0.7 0.230
C 1.59890 -4.29082 1.24608 -1.3 -1.5 0.0 -0.414
C 2.68006 -3.56686 1.39661 2.3 -0.3 2.3 -0.403
H 3.35597 -3.72696 2.34046 -1.4 0.3 -1.9 0.230
C 2.20335 0.07035 3.23873 -0.6 -0.5 0.0 -0.910
C 1.95470 2.64635 2.27706 -0.6 0.3 -0.6 -0.896
C 3.58944 0.80842 0.99828 0.0 -0.1 -0.7 -0.901
C -3.86151 1.81614 0.57427 0.3 -0.5 -0.5 -0.913
C -2.28031 2.63307 2.73531 0.2 -0.2 -0.2 -0.907
C -2.04750 3.95045 0.23003 0.6 -0.2 0.0 -0.907
C 2.09182 0.86908 -2.58038 0.3 0.1 0.3 -0.933
C 1.69242 3.53157 -1.40712 0.0 -0.3 0.2 -0.930
C -0.39735 2.24068 -2.99076 0.0 0.1 0.0 -0.929
H 0.94019 -4.27230 0.35644 0.5 0.1 0.5 0.189
H 3.11788 -2.91941 0.66362 -0.1 0.4 -0.4 0.192
H 2.44803 -0.98504 3.06690 -0.1 0.2 0.0 0.254
H 1.31192 0.10824 3.89395 0.6 0.1 -0.1 0.234
H 3.07232 0.54216 3.72180 -0.4 -0.1 -0.1 0.269
H 1.04867 2.86510 2.85860 0.3 0.1 0.0 0.240
H 2.03295 3.36687 1.44007 -0.1 -0.3 0.5 0.249
H 2.84908 2.72579 2.91072 -0.3 0.0 -0.2 0.268
H 3.87487 -0.24290 0.84451 0.0 0.3 0.1 0.256
H 4.26942 1.27957 1.73340 -0.4 -0.3 -0.3 0.269
H 3.70989 1.33188 0.03978 0.0 -0.1 0.3 0.241
H -4.48715 2.67030 0.83782 -0.1 -0.1 0.0 0.269
H -4.16750 0.93194 1.15598 0.0 0.3 -0.2 0.243
H -3.97203 1.58931 -0.50243 -0.1 0.1 0.5 0.256
H -3.07760 3.38615 2.83215 0.3 -0.3 0.2 0.271
H -1.33004 3.03398 3.10444 -0.3 0.0 0.1 0.249
H -2.53272 1.70802 3.27853 0.0 0.5 -0.1 0.245
H -2.99316 4.44201 0.48956 0.3 0.1 -0.1 0.270
H -1.94051 3.89750 -0.86276 -0.1 0.2 0.4 0.248
H -1.18789 4.49029 0.67274 -0.5 -0.1 -0.3 0.259
H 2.39808 1.36318 -3.50604 0.3 0.0 0.1 0.266
H 1.63940 -0.09032 -2.84757 0.0 0.2 0.0 0.245
H 2.96054 0.64136 -1.92313 -0.5 0.3 -0.6 0.251
H 1.94636 3.97910 -2.37201 0.1 0.1 0.2 0.273
H 2.60848 3.36722 -0.80533 -0.5 0.2 -0.4 0.254
H 0.97924 4.16963 -0.86048 0.4 -0.1 -0.2 0.253
H 0.07499 2.74807 -3.83734 -0.2 0.1 0.1 0.265
H -1.20915 2.85350 -2.56309 0.3 -0.2 -0.4 0.242
H -0.82449 1.28074 -3.33606 0.3 0.8 0.1 0.255
C -0.81473 -2.18397 -3.08851 -0.9 2.9 2.0 -0.047
C -1.87025 -2.13663 -4.01387 0.7 -2.1 -0.8 -0.144
C -1.81227 -3.10494 -5.00409 -0.5 1.1 0.6 -0.196
C -0.76134 -4.00749 -5.07202 1.1 0.0 0.6 -0.020
C 0.22687 -4.07483 -4.03100 -1.9 1.5 0.0 -0.128
C 0.16666 -3.15586 -3.00892 2.0 -0.9 0.4 -0.229
S -0.83453 -0.74159 -2.07206 -0.3 -2.2 -0.9 -0.179
H -0.48842 -1.50260 1.43160 0.0 -0.2 -0.8 -0.174
H -2.67417 -1.45215 -3.86445 -0.3 0.4 -0.3 0.252
H -2.59295 -3.09151 -5.71837 -0.5 -0.3 -0.8 0.260
H -0.63114 -4.62828 -5.94511 -0.2 -0.3 0.0 0.260
H 0.95974 -4.80797 -4.05570 1.3 -1.2 -0.1 0.251
H 0.94626 -3.12352 -2.18402 -1.1 -0.1 -1.2 0.250
C -0.43247 -2.29548 3.33429 -1.2 -0.7 2.5 -0.742
S -1.49289 -0.96424 2.65215 -0.1 -1.6 0.1 0.414
C -2.95178 -1.97636 2.15536 -1.3 1.4 1.0 -0.715
H 0.32642 -2.67090 2.68497 0.6 0.2 -0.5 0.264
H -1.08926 -3.17711 3.58500 0.5 1.1 -0.1 0.272
H -0.05369 -1.87969 4.28044 0.1 -0.4 -0.4 0.266
H -2.86007 -3.00320 2.47496 0.3 -0.1 0.3 0.273
H -3.81944 -1.47857 2.70755 1.0 -0.8 -1.0 0.282
H -3.10405 -1.98110 1.09067 -0.1 0.3 -0.5 0.242
```
Positions in Å, forces in eV/Å.

Here is a cluster of 2 separate species, C4H10N in total from the Open Molecules 2025 dataset. Energies are from ωB97M-V/def2-TZVPD.

## Properties
Molecular weight (g mol⁻¹): 72.1
HOMO (alpha / beta) (eV): -21.1 / -21.9
Spin multiplicity: 2
Energy relative to the best compared isomer or geometry (same formula, charge and spin) (kcal per mole): 46.6
Charge: +2

Geometry as XYZ:
```
15
Properties=species:S:1:pos:R:3:forces:R:3:lowdin_spin:R:1
C -2.53784 0.18793 0.57186 1.6 1.3 -1.7 0.001
N -1.72067 -0.08364 -0.42538 0.0 0.9 -0.2 0.027
H -3.55114 0.42412 0.18280 0.3 -0.8 1.0 0.001
H -2.18874 0.47104 1.61373 -0.5 -0.8 -1.3 0.000
H -0.65691 -0.01540 -0.57623 -2.2 -0.6 1.4 0.012
H -2.12499 -0.13014 -1.37140 -0.3 -0.2 0.5 0.001
C 1.72675 -1.24401 -0.08470 -1.5 0.7 -2.1 0.076
C 1.19007 0.07007 0.53449 2.5 -2.1 1.9 0.333
C 1.11728 1.27178 -0.10957 -0.2 1.0 -1.6 0.440
H 2.87692 -1.37166 -0.03330 -1.5 0.3 0.6 0.041
H 1.55556 -1.09487 -1.21536 0.4 -0.5 1.4 0.002
H 1.12931 -2.18401 0.19704 1.2 1.4 0.2 0.003
H 1.08926 0.15646 1.65039 -0.3 -0.4 -0.8 0.015
H 0.41838 2.08330 0.09410 0.1 -0.1 0.6 0.022
H 1.67677 1.45902 -1.02847 0.4 -0.1 0.1 0.026
```
Positions in Å, forces in eV/Å.